(1)
The following is a quantum chemistry calculation of the ion C8H9N2O3 with charge -1 at a distorted geometry, from the OMol25 dataset.

Properties
- HOMO level (eV) = -1.822
- total charge = -1
- energy relative to the best compared isomer or geometry (same formula, charge and spin) (eV) = 2.982
- E_LUMO (eV) = 3.4
- gap between HOMO and LUMO (eV) = 5.2

The geometry in XYZ format:
```
22
Properties=species:S:1:pos:R:3:forces:R:3
C 1.152712 0.038938 -0.794378 2.1 -1.2 0.7
C -1.172329 -1.885087 -2.331788 1.2 -1.5 -0.3
C 0.167164 -3.010235 -0.666004 1.1 -3.8 -1.2
C -1.059309 1.814933 0.475891 -0.3 -1.0 -0.1
C 0.086138 1.401407 0.961270 2.0 -3.0 0.7
C -0.537504 -1.077784 0.560958 -2.9 1.6 -0.3
C 0.555165 -0.039559 0.643281 0.7 0.4 1.9
C 1.210763 2.245443 1.514809 1.7 -0.1 0.2
N -0.257219 -2.516194 -1.856477 -0.6 1.3 -0.9
N 0.692669 0.814126 -1.639766 -0.1 0.2 -3.1
O -1.994133 -1.517571 -3.055362 -0.9 1.1 -0.2
O 0.697615 -4.119450 -0.672992 -0.2 1.5 0.4
O -0.191764 -2.453435 0.431749 0.3 1.4 1.8
H -1.141636 2.833735 0.506716 -1.2 2.6 -0.2
H -1.790135 1.132020 0.079123 -0.3 0.3 0.0
H -1.292997 -1.114095 1.406333 1.1 0.4 -0.7
H -1.101028 -0.650187 -0.342202 0.2 -1.4 0.9
H 1.390815 -0.460413 1.282463 -0.9 0.9 -0.3
H 1.397052 1.866383 2.565896 -0.1 0.8 -0.9
H 2.177740 1.975284 0.952110 -1.3 0.3 0.6
H 1.180995 3.388131 1.485539 -0.6 -1.6 0.1
H -0.170773 1.333612 -1.507172 -0.7 0.8 0.9
```
Positions in Å, forces in eV/Å.

(2)
The following is a quantum chemistry calculation of a structure of composition C42H47N2O2PPtS, from the OMol25 dataset.

Properties
- HOMO level (spin up / spin down) (eV) = -6.068 / -7.485
- 2S+1 = 3
- energy relative to the best compared isomer or geometry (same formula, charge and spin) (eV) = 0.440
- <S²> = 2.042
- E_LUMO (spin up / spin down) (eV) = 0.3 / -0.3
- gap between HOMO and LUMO (spin up / spin down) (eV) = 6.4 / 7.1

The geometry in XYZ format:
```
96
Properties=species:S:1:pos:R:3:forces:R:3
Pt -0.807500 -0.135925 -0.285751 -0.4 0.8 0.5
N -3.440131 -4.036686 2.980748 -0.1 0.0 -0.1
C -2.595630 -3.559314 3.930390 0.0 -0.1 0.1
O -2.561171 -4.017160 5.057525 0.0 0.0 -0.1
C -1.680608 -2.448350 3.516147 0.0 0.1 0.0
C -0.784651 -1.934148 4.446402 -0.1 0.0 -0.1
C 0.051770 -0.902025 4.063325 0.0 0.0 0.0
C -0.015703 -0.428922 2.763208 0.0 0.0 0.0
N -0.867101 -0.926869 1.864481 0.2 -0.2 -0.2
C -1.685260 -1.908271 2.240396 -0.1 0.0 0.0
H -4.106484 -4.730164 3.273835 0.0 0.0 0.0
H -3.559733 -3.598617 2.082595 0.0 -0.1 0.1
H -0.766184 -2.352784 5.443382 0.0 0.0 0.0
H 0.763692 -0.470711 4.752263 0.0 0.0 0.0
H 0.641425 0.351147 2.406633 0.0 0.0 0.0
H -2.350968 -2.246230 1.460020 0.0 -0.1 -0.1
C -2.210721 -3.768539 -2.805633 0.2 0.1 0.0
S -1.722616 -2.580266 -1.528705 0.0 -0.4 -0.3
O -2.886826 -2.606318 -0.591198 -0.3 0.1 0.3
C -0.426152 -3.564126 -0.785104 0.0 0.0 0.0
C 0.891203 -3.237537 -1.058853 0.0 0.0 0.0
C 1.903223 -3.975354 -0.462731 0.0 0.0 0.0
C 1.589308 -5.004669 0.412328 0.1 0.0 0.0
C 0.263948 -5.309871 0.693544 0.0 0.0 0.0
C -0.752517 -4.590219 0.088768 -0.1 0.0 0.0
H -2.597917 -4.659524 -2.317078 0.0 0.0 0.1
H -1.346547 -4.011094 -3.420010 0.0 0.0 -0.1
H -2.984372 -3.300804 -3.409553 0.0 0.1 0.0
H 1.123563 -2.391599 -1.693597 0.0 0.0 0.0
H 2.936267 -3.721923 -0.656248 0.0 0.0 0.0
H 2.382756 -5.563053 0.890351 0.0 0.0 0.0
H 0.023034 -6.102598 1.388843 0.0 0.0 0.0
H -1.792416 -4.805190 0.301619 0.0 0.0 0.0
C 1.176370 -0.042767 -0.088777 0.0 0.1 -0.2
C 2.382939 0.057847 0.124133 -0.2 0.1 0.0
C 3.732088 0.170068 0.432636 0.0 -0.1 0.0
C 4.320584 -0.739367 1.390007 0.1 -0.1 0.1
C 5.597573 -0.532159 1.941781 -0.1 0.0 0.0
C 6.112441 -1.400256 2.885932 0.0 0.0 0.0
C 5.375896 -2.495579 3.315791 0.0 0.0 0.0
C 4.104639 -2.706494 2.792138 0.0 -0.1 0.1
C 3.583540 -1.845955 1.849188 0.0 0.0 0.0
C 4.506625 1.240587 -0.200950 0.1 0.2 -0.1
C 3.970927 2.527638 -0.299716 0.0 -0.1 0.0
C 4.674179 3.543184 -0.922793 0.0 0.0 0.0
C 5.925009 3.292275 -1.469068 0.0 0.0 0.0
C 6.463894 2.016326 -1.387429 0.1 0.0 -0.1
C 5.764569 1.000935 -0.760039 0.0 0.0 0.0
H 6.177603 0.328351 1.643265 0.0 0.0 0.0
H 7.095812 -1.213766 3.298571 0.0 0.0 0.0
H 5.782522 -3.171053 4.056297 0.0 0.0 0.0
H 3.512786 -3.548942 3.128625 0.0 0.0 0.0
H 2.589849 -2.006183 1.453409 0.0 0.0 0.0
H 2.995109 2.720008 0.122571 -0.1 0.0 0.0
H 4.244980 4.536341 -0.980776 0.0 0.0 0.0
H 6.474965 4.084958 -1.958561 0.0 0.0 0.0
H 7.432525 1.808673 -1.823308 0.0 0.0 0.0
H 6.183173 0.004374 -0.716070 0.0 0.0 0.0
C -4.194201 0.417049 -1.950653 0.0 0.0 0.1
C -3.234909 1.448866 -2.558548 0.0 0.0 0.0
C -2.645158 0.872005 -3.844015 0.0 -0.1 0.0
C -4.045892 2.709167 -2.874665 0.0 0.0 0.0
P -1.856630 1.691205 -1.303353 0.3 -0.3 -0.1
C -2.770028 2.508184 0.061202 0.1 0.0 0.0
C -3.343128 1.664076 1.011915 0.0 0.0 0.1
C -4.077287 2.169917 2.071197 0.0 0.0 0.1
C -4.241976 3.538593 2.210235 0.0 0.0 0.0
C -3.678806 4.391251 1.274232 0.0 0.0 0.0
C -2.956708 3.879983 0.206119 0.0 0.1 -0.1
C -0.567543 2.889535 -1.962669 0.0 0.0 0.0
C -1.072521 4.041253 -2.830998 -0.1 0.1 0.0
C 0.432106 2.080618 -2.801257 0.0 -0.1 0.0
C 0.201707 3.435461 -0.755226 0.0 -0.1 0.1
H -4.873448 0.067098 -2.731717 0.0 0.0 0.0
H -4.800823 0.861818 -1.161206 0.0 0.0 0.0
H -3.678754 -0.446307 -1.527524 0.0 0.0 0.0
H -3.459328 0.581274 -4.512721 0.0 0.0 0.0
H -2.041121 -0.013554 -3.635722 0.0 0.0 0.0
H -2.025484 1.595412 -4.373867 0.0 0.0 0.0
H -4.933222 2.420573 -3.443795 0.0 0.0 0.0
H -3.491840 3.426256 -3.476386 0.0 0.0 0.0
H -4.387291 3.205865 -1.965249 0.0 0.0 0.0
H -3.196837 0.593987 0.927989 0.0 0.0 0.0
H -4.509601 1.491483 2.795239 0.0 0.0 0.0
H -4.803245 3.938331 3.044381 0.0 0.0 0.0
H -3.802451 5.461723 1.369796 0.0 0.0 0.0
H -2.545969 4.572276 -0.516986 0.0 -0.1 0.1
H -1.439748 3.686009 -3.793409 0.0 0.0 0.0
H -0.233779 4.711094 -3.033264 0.0 0.0 0.0
H -1.861782 4.632058 -2.365441 0.1 0.0 0.0
H -0.032993 1.602413 -3.662669 0.0 0.0 0.0
H 0.914458 1.315465 -2.195817 0.0 0.0 0.0
H 1.199009 2.763613 -3.170735 0.1 0.0 0.0
H -0.359877 4.176941 -0.190964 0.0 0.0 0.0
H 1.118113 3.906245 -1.117068 0.0 0.0 0.0
H 0.487415 2.621445 -0.085567 0.0 0.0 0.0
```
Positions in Å, forces in eV/Å.

(3)
The following is a quantum chemistry calculation of a cluster of 4 separate species, C5H19NO4 in total at a distorted geometry, from the OMol25 dataset.

Properties
- HOMO level (eV) = -9.560
- energy relative to the best compared isomer or geometry (same formula, charge and spin) (eV) = 2.006
- E_LUMO (eV) = 0.6
- gap between HOMO and LUMO (eV) = 10.1

The geometry in XYZ format:
```
29
Properties=species:S:1:pos:R:3:forces:R:3
C -1.153768 2.010484 2.160797 -1.5 -0.1 -0.4
N -0.564723 0.931674 1.353836 -0.4 -0.2 -0.7
C -0.087220 1.476889 0.088359 2.1 1.3 0.4
C -1.151124 2.253395 -0.792398 1.3 -0.8 -0.2
C 0.770009 0.436696 -0.652565 -1.4 -2.9 -0.8
C 1.589977 1.004156 -1.792018 -0.2 1.7 -1.1
O 2.833403 0.453591 -2.159738 0.8 -0.8 1.4
H -2.219127 2.069316 1.854005 0.4 0.7 0.2
H -1.204630 1.752473 3.210488 0.4 0.0 0.3
H -0.682463 3.000372 2.000135 -0.1 -0.7 0.1
H -1.351875 0.352078 1.041236 0.2 -0.1 0.6
H 0.705150 2.207568 0.401262 -0.7 -0.1 -0.2
H -0.922594 3.345218 -0.813998 -0.7 -0.8 0.3
H -2.196061 1.964125 -0.556094 0.6 0.5 0.0
H -0.937398 1.892442 -1.803246 -0.4 0.2 -0.1
H 1.426522 -0.175188 0.004646 -0.4 0.8 0.0
H 0.048267 -0.336414 -1.084269 0.7 0.6 0.4
H 1.025362 1.049025 -2.735907 -0.4 0.4 0.5
H 1.802139 2.018949 -1.417420 0.1 0.1 -0.6
H 2.923799 0.193215 -3.074159 -0.6 0.0 -0.1
O 0.167102 -2.247459 2.817147 0.4 0.1 -0.2
H 1.124271 -2.337835 2.930974 -0.2 0.0 0.1
H 0.092502 -1.549142 2.146478 0.0 0.1 0.3
O -0.247103 -3.878322 -2.047930 -0.9 -0.1 -1.4
H -0.510086 -4.232491 -1.186802 1.0 0.4 0.0
H 0.646896 -3.542053 -2.111852 0.0 -0.3 0.8
O -0.592150 -3.661623 0.501892 -0.3 -0.1 -0.1
H -0.311640 -3.629035 1.421160 -0.1 0.3 0.3
H -1.023432 -2.822107 0.295977 0.2 -0.2 0.2
```
Positions in Å, forces in eV/Å.